{
  "formula": "C36H80F12N11O26S12",
  "method": "ωB97M-V/def2-TZVPD",
  "elements": ["C", "C", "O", "N", "H", "H", "C", "H", "H", "H", "H", "H", "H", "C", "C", "C", "C", "C", "C", "N", "O", "C", "C", "C", "H", "H", "H", "H", "H", "H", "H", "H", "H", "H", "H", "H", "H", "H", "H", "H", "H", "H", "C", "C", "C", "N", "C", "C", "C", "C", "C", "H", "H", "H", "H", "H", "H", "H", "H", "H", "H", "H", "H", "H", "H", "H", "H", "H", "H", "C", "C", "C", "N", "C", "C", "C", "C", "C", "H", "H", "H", "H", "H", "H", "H", "H", "H", "H", "H", "H", "H", "H", "H", "H", "H", "H", "C", "C", "C", "N", "C", "C", "C", "C", "C", "H", "H", "H", "H", "H", "H", "H", "H", "H", "H", "H", "H", "H", "H", "H", "H", "H", "H", "N", "S", "O", "O", "F", "S", "O", "O", "F", "N", "S", "O", "O", "F", "S", "O", "O", "F", "N", "S", "O", "O", "F", "S", "O", "O", "F", "N", "S", "O", "O", "F", "S", "O", "O", "F", "N", "S", "O", "O", "F", "S", "O", "O", "F", "N", "S", "O", "O", "F", "S", "O", "O", "F"],
  "positions_angstrom": [[-3.225, -2.562, 4.133], [-2.709, -2.866, 2.730], [-1.733, -2.420, 2.108], [-3.902, -3.600, 2.022], [-4.140, -4.420, 2.562], [-4.705, -3.003, 2.162], [-3.683, -4.008, 0.556], [-4.298, -2.377, 4.173], [-2.769, -1.671, 4.565], [-3.043, -3.446, 4.743], [-4.621, -4.136, 0.017], [-3.128, -4.946, 0.556], [-3.177, -3.171, 0.074], [4.989, -0.446, -0.168], [5.498, -1.472, -1.241], [5.812, -0.733, -2.574], [7.098, 0.115, -2.580], [8.299, -0.680, -2.234], [8.117, -1.351, -0.860], [6.782, -2.070, -0.719], [6.697, -2.846, 0.413], [8.255, -0.285, 0.234], [9.197, -2.442, -0.912], [4.531, -2.687, -1.553], [4.639, -0.825, 0.792], [3.976, -0.150, -0.442], [5.641, 0.424, -0.087], [5.043, -0.037, -2.907], [5.736, -1.481, -3.364], [7.175, 0.982, -1.924], [7.219, 0.564, -3.566], [9.172, -0.067, -2.457], [8.381, -1.431, -3.019], [8.022, -0.674, 1.225], [7.616, 0.585, 0.083], [9.252, 0.155, 0.242], [10.224, -2.088, -0.998], [8.955, -3.117, -1.733], [9.264, -3.064, -0.020], [4.636, -3.570, -0.923], [4.707, -3.178, -2.510], [3.483, -2.394, -1.615], [-5.024, -0.630, -0.387], [-4.821, -0.614, -1.926], [-6.085, -0.343, -2.721], [-6.052, -0.691, -4.261], [-5.482, -2.085, -4.585], [-5.369, 0.338, -5.124], [-6.364, 1.471, -5.421], [-7.737, 0.881, -5.154], [-7.478, -0.634, -4.892], [-5.177, 0.369, 0.023], [-4.113, -0.932, 0.127], [-5.878, -1.254, -0.123], [-4.408, -1.594, -2.169], [-3.990, -0.002, -2.277], [-6.281, 0.729, -2.695], [-6.948, -0.906, -2.366], [-5.778, -2.644, -3.697], [-4.409, -1.930, -4.479], [-5.784, -2.457, -5.564], [-4.962, -0.188, -5.988], [-4.622, 0.747, -4.444], [-6.276, 1.757, -6.469], [-6.229, 2.445, -4.950], [-8.375, 0.981, -6.032], [-8.211, 1.351, -4.292], [-7.544, -1.156, -5.846], [-8.057, -1.193, -4.156], [3.453, -7.036, 8.678], [3.482, -6.609, 7.184], [2.427, -5.470, 6.957], [1.944, -5.299, 5.540], [1.141, -6.538, 5.061], [3.132, -5.066, 4.482], [2.540, -4.355, 3.293], [1.210, -3.717, 3.833], [1.247, -3.920, 5.321], [2.400, -7.153, 8.933], [3.989, -6.512, 9.468], [3.707, -8.094, 8.749], [3.197, -7.516, 6.652], [4.457, -6.192, 6.933], [2.826, -4.524, 7.324], [1.430, -5.601, 7.378], [1.749, -7.432, 5.199], [0.803, -6.510, 4.025], [0.366, -6.721, 5.805], [3.747, -5.928, 4.222], [3.724, -4.351, 5.053], [2.375, -5.012, 2.440], [3.316, -3.733, 2.848], [0.273, -3.998, 3.353], [1.276, -2.632, 3.746], [0.307, -4.027, 5.863], [1.857, -3.161, 5.811], [2.440, 0.723, 2.417], [1.074, 1.264, 2.184], [0.409, 0.711, 0.810], [-0.838, 1.494, 0.437], [-1.882, 1.452, 1.628], [-0.626, 3.008, 0.086], [-1.010, 3.098, -1.348], [-1.091, 1.673, -2.024], [-1.472, 0.853, -0.860], [3.133, 1.034, 1.635], [2.447, -0.367, 2.442], [2.893, 1.129, 3.321], [1.169, 2.344, 2.294], [0.482, 1.043, 3.072], [0.172, -0.336, 0.994], [1.022, 0.821, -0.084], [-1.499, 1.691, 2.620], [-2.255, 0.428, 1.649], [-2.796, 2.033, 1.506], [-1.198, 3.678, 0.728], [0.444, 3.189, 0.190], [-1.922, 3.689, -1.423], [-0.314, 3.768, -1.854], [-1.893, 1.515, -2.746], [-0.157, 1.338, -2.474], [-2.506, 1.001, -0.547], [-1.318, -0.225, -0.907], [0.282, 5.304, -6.348], [1.122, 5.032, -7.811], [0.434, 4.233, -8.884], [2.577, 4.924, -7.651], [1.050, 6.573, -8.285], [0.057, 3.848, -6.035], [1.187, 2.937, -5.892], [-1.138, 3.228, -6.602], [-0.367, 3.943, -4.529], [-3.296, 8.293, -1.831], [-2.636, 9.881, -1.954], [-2.404, 10.363, -3.307], [-1.759, 10.263, -0.834], [-3.995, 10.667, -1.588], [-2.209, 7.459, -2.265], [-1.237, 6.988, -1.326], [-1.941, 7.566, -3.693], [-3.185, 6.152, -2.271], [0.669, -3.478, -2.213], [0.425, -3.624, -0.578], [-0.732, -4.409, -0.270], [0.882, -2.541, 0.267], [1.669, -4.703, -0.373], [0.170, -2.163, -2.371], [0.939, -0.973, -2.053], [-1.295, -2.052, -2.458], [0.504, -2.176, -3.911], [4.434, 4.848, -1.949], [3.416, 4.298, -1.017], [3.661, 3.504, 0.179], [2.071, 4.095, -1.541], [3.243, 5.713, -0.234], [4.804, 3.304, -2.507], [3.938, 2.729, -3.549], [5.424, 2.341, -1.590], [6.022, 3.780, -3.414], [-2.684, 3.331, 6.407], [-1.517, 4.220, 6.107], [-0.514, 3.946, 5.091], [-0.873, 4.895, 7.249], [-2.397, 5.347, 5.370], [-1.875, 1.851, 6.437], [-0.710, 1.748, 7.360], [-1.911, 1.070, 5.148], [-3.034, 1.004, 7.232], [-5.672, 5.005, -0.653], [-5.117, 3.663, -0.424], [-4.471, 2.969, -1.590], [-5.747, 2.949, 0.678], [-3.798, 4.176, 0.325], [-6.977, 4.483, -1.730], [-7.202, 3.060, -1.854], [-7.252, 5.422, -2.742], [-8.151, 4.843, -0.736]],
  "lowdin_spin": [0.000, 0.000, 0.000, 0.000, 0.000, 0.000, 0.000, 0.000, 0.000, 0.000, 0.000, 0.000, 0.000, 0.019, 0.023, 0.000, 0.000, 0.000, 0.022, 0.419, 0.486, 0.015, 0.004, 0.005, 0.002, 0.002, 0.000, 0.000, 0.000, 0.000, 0.000, 0.000, 0.000, 0.002, 0.000, 0.002, 0.000, 0.000, -0.001, -0.001, 0.000, 0.000, 0.000, 0.000, 0.000, 0.000, 0.000, 0.000, 0.000, 0.000, 0.000, 0.000, 0.000, 0.000, 0.000, 0.000, 0.000, 0.000, 0.000, 0.000, 0.000, 0.000, 0.000, 0.000, 0.000, 0.000, 0.000, 0.000, 0.000, 0.000, 0.000, 0.000, 0.000, 0.000, 0.000, 0.000, 0.000, 0.000, 0.000, 0.000, 0.000, 0.000, 0.000, 0.000, 0.000, 0.000, 0.000, 0.000, 0.000, 0.000, 0.000, 0.000, 0.000, 0.000, 0.000, 0.000, 0.000, 0.000, 0.000, 0.000, 0.000, 0.000, 0.000, 0.000, 0.000, 0.000, 0.000, 0.000, 0.000, 0.000, 0.000, 0.000, 0.000, 0.000, 0.000, 0.000, 0.000, 0.000, 0.000, 0.000, 0.000, 0.000, 0.000, 0.000, 0.000, 0.000, 0.000, 0.000, 0.000, 0.000, 0.000, 0.000, 0.000, 0.000, 0.000, 0.000, 0.000, 0.000, 0.000, 0.000, 0.000, 0.000, 0.000, 0.000, 0.000, 0.000, 0.000, 0.000, 0.000, 0.000, 0.000, 0.000, 0.000, 0.000, 0.000, 0.000, 0.000, 0.000, 0.000, 0.000, 0.000, 0.000, 0.000, 0.000, 0.000, 0.000, 0.000, 0.000, 0.000, 0.000, 0.000, 0.000, 0.000, 0.000, 0.000, 0.000, 0.000],
  "e_homo_ev": -3.55,
  "lumo_energy_ha": -0.012,
  "charge": -2,
  "spin_multiplicity": 2,
  "e_tot_ha": -9954.2271,
  "s2": 0.755,
  "homo_lumo_gap_ha": 0.1184
}

---

{
  "formula": "C25H30ClN3O6",
  "method": "ωB97M-V/def2-TZVPD",
  "elements": ["C", "C", "O", "C", "C", "H", "H", "C", "N", "C", "O", "C", "N", "C", "O", "C", "N", "C", "O", "C", "H", "H", "H", "H", "H", "H", "C", "C", "C", "C", "C", "C", "C", "H", "O", "C", "O", "H", "H", "H", "H", "H", "H", "C", "C", "C", "C", "C", "C", "H", "H", "Cl", "H", "H", "H", "H", "H", "H", "H", "H", "H", "H", "H", "H", "H"],
  "positions_angstrom": [[-1.001, 3.940, 2.371], [-0.433, 2.842, 1.478], [0.783, 3.214, 0.846], [1.951, 3.106, 1.636], [2.536, 1.688, 1.678], [1.796, 0.991, 2.073], [3.394, 1.690, 2.351], [2.982, 1.206, 0.298], [1.847, 1.091, -0.589], [1.578, -0.014, -1.295], [2.312, -0.983, -1.328], [0.233, 0.075, -2.038], [-0.797, -0.608, -1.246], [-1.883, 0.092, -0.871], [-2.039, 1.272, -1.143], [-2.970, -0.657, -0.088], [-3.905, 0.295, 0.462], [-3.597, 0.948, 1.616], [-2.686, 0.601, 2.338], [-4.526, 2.099, 1.926], [-4.271, 2.940, 1.284], [-5.560, 1.818, 1.744], [-4.405, 2.396, 2.963], [-4.487, 0.780, -0.204], [-3.502, -1.340, -0.757], [-2.541, -1.211, 0.748], [-0.535, -1.985, -0.896], [0.237, -2.152, 0.397], [0.100, -1.264, 1.452], [0.800, -1.429, 2.647], [1.645, -2.505, 2.737], [1.790, -3.402, 1.677], [1.097, -3.250, 0.504], [1.225, -3.943, -0.310], [2.682, -4.380, 2.028], [3.110, -4.062, 3.334], [2.448, -2.896, 3.776], [2.877, -4.898, 4.013], [4.199, -3.889, 3.334], [0.670, -0.749, 3.471], [-0.560, -0.415, 1.371], [0.053, -2.421, -1.708], [-1.478, -2.536, -0.839], [0.218, -0.468, -3.451], [1.101, -1.435, -3.911], [1.001, -1.922, -5.204], [0.006, -1.445, -6.039], [-0.887, -0.481, -5.597], [-0.775, 0.001, -4.307], [-1.467, 0.753, -3.957], [-1.656, -0.112, -6.258], [-0.126, -2.054, -7.652], [1.693, -2.669, -5.559], [1.884, -1.797, -3.264], [-0.081, 1.125, -2.072], [1.193, 1.864, -0.529], [3.706, 1.912, -0.126], [3.448, 0.219, 0.361], [1.759, 3.452, 2.658], [2.673, 3.786, 1.172], [-1.126, 2.638, 0.657], [-0.305, 1.922, 2.060], [-1.186, 4.839, 1.791], [-0.313, 4.183, 3.179], [-1.932, 3.593, 2.807]],
  "lowdin_charge": [-0.052, -0.258, -0.178, -0.207, -0.142, 0.085, 0.119, -0.154, 0.102, -0.423, 0.061, -0.125, 0.014, -0.424, 0.049, -0.080, 0.056, -0.539, 0.057, 0.004, 0.087, 0.080, 0.082, 0.142, 0.137, 0.119, -0.083, -0.195, -0.038, 0.015, -0.198, -0.189, 0.057, 0.132, 0.038, -0.160, 0.035, 0.139, 0.139, 0.123, 0.086, 0.125, 0.133, -0.151, -0.020, -0.092, -0.678, -0.099, -0.017, 0.118, 0.104, 0.667, 0.106, 0.106, 0.145, 0.125, 0.126, 0.121, 0.117, 0.128, 0.105, 0.106, 0.080, 0.068, 0.063],
  "smiles": "CCOCCCNC(=O)[C@@H](c1ccc(Cl)cc1)N(Cc1ccc2c(c1)OCO2)C(=O)CNC(C)=O",
  "e_homo_ev": -8.05,
  "lumo_energy_ha": 0.023,
  "e_above_lowest_ev": 0.000,
  "e_tot_ha": -2046.6006,
  "homo_lumo_gap_ha": 0.3187
}